Formula: C4H22N2O7S
Source: the Open Molecules 2025 dataset
Level of theory: ωB97M-V/def2-TZVPD

Computed properties:
Kohn-Sham gap (alpha / beta) = 9.92 / 4.89 eV
Net charge = +1
Spin multiplicity = 2
F_max = 2.932 eV Å⁻¹
<S²> = 0.7542
Relative energy (zero: lowest compared OMol25 entry of this formula, charge and spin) = 0.0 kJ/mol

Geometry as XYZ:
```
36
Properties=species:S:1:pos:R:3:mulliken_spin:R:1
O 1.964 1.698 -0.486 0.11
C 1.399 0.802 0.153 -0.03
N 0.397 1.038 0.991 0.04
C -0.302 0.170 1.903 0.00
N -1.739 0.291 1.579 0.00
C 1.963 -0.614 -0.104 0.02
C 3.165 -0.816 0.780 -0.05
S 4.426 0.509 0.373 0.88
H 0.255 2.002 1.302 0.00
H -0.080 -0.915 1.718 0.00
H 0.029 0.425 2.911 0.00
H -2.145 1.040 2.140 0.00
H -2.304 -0.551 1.678 0.00
H 1.193 -1.365 0.075 0.00
H 2.082 -0.578 -1.173 -0.01
H 3.639 -1.780 0.596 0.04
H 3.010 -0.644 1.871 0.02
H 3.748 0.997 -0.677 -0.02
H -2.038 3.732 0.033 0.00
H -0.824 4.686 0.147 0.00
O -1.293 3.976 0.594 0.00
H -0.811 -4.264 -1.512 0.00
H -1.909 -3.180 -1.726 0.00
O -1.153 -3.437 -1.162 0.00
H -3.632 -1.563 -2.444 0.00
H -4.241 -2.478 -1.338 0.00
O -3.468 -2.348 -1.900 0.00
H -1.039 1.362 -1.199 0.00
H -1.876 0.877 -0.022 0.00
O -1.933 1.466 -0.855 0.00
H -2.914 0.653 -1.963 0.00
H -2.929 0.383 -3.521 0.00
O -3.500 0.479 -2.749 0.00
H -1.189 -3.007 0.610 0.00
H -1.273 -3.681 1.986 0.00
O -1.052 -2.844 1.566 0.00
```

Formula: C41H37BrF4LaN7O2
Source: the Open Molecules 2025 dataset
Level of theory: ωB97M-V/def2-TZVPD

Computed properties:
Kohn-Sham gap = 6.19 eV
Spin multiplicity = 1
F_max = 1.294 eV Å⁻¹
Relative energy (zero: lowest compared OMol25 entry of this formula, charge and spin) = 9.1 kJ/mol

Geometry as XYZ:
```
93
Properties=species:S:1:pos:R:3:mulliken_charge:R:1
La -0.248 -0.079 -0.037 1.42
C 2.667 -0.504 -4.093 -0.86
C 3.509 0.595 -4.034 -0.82
C 3.676 1.244 -2.825 -0.85
C 2.994 0.773 -1.702 0.70
N 2.094 -0.209 -1.795 0.43
C 1.953 -0.842 -2.952 -0.63
C 3.297 1.275 -0.348 0.14
C 4.552 1.835 -0.099 -0.99
C 4.870 2.231 1.187 -1.03
C 3.951 2.005 2.192 -0.92
C 2.731 1.401 1.873 0.20
N 2.399 1.084 0.621 0.87
C 1.782 1.079 2.957 0.48
C 2.264 0.671 4.202 -1.06
C 1.357 0.322 5.186 -0.59
C 0.002 0.412 4.906 -1.07
C -0.383 0.847 3.647 -0.09
N 0.480 1.163 2.690 0.20
H 2.548 -1.063 -5.009 0.49
H 4.041 0.933 -4.910 0.43
H 4.320 2.106 -2.758 0.48
H 1.226 -1.645 -2.952 0.42
H 5.279 1.932 -0.889 0.43
H 5.829 2.678 1.406 0.44
H 4.170 2.292 3.209 0.56
H 3.322 0.571 4.380 0.53
H 1.703 -0.032 6.145 0.44
H -0.736 0.130 5.641 0.46
H -1.430 0.938 3.379 0.43
C -0.311 2.174 -4.946 -1.62
C -0.289 1.836 -3.448 0.51
N -1.396 1.012 -2.944 1.45
C -2.641 1.788 -2.998 -0.31
C -3.858 1.127 -2.362 -1.55
C -1.508 -0.249 -3.683 -1.21
C -1.907 -1.463 -2.830 -1.58
N -0.869 -1.782 -1.862 1.05
C -0.839 -3.016 -1.364 -0.01
C 0.300 -3.414 -0.606 0.34
F 1.268 -2.437 -0.406 -0.48
C 0.482 -4.663 -0.068 0.18
F 1.600 -4.927 0.642 -0.39
C -0.456 -5.667 -0.258 -0.72
C -1.592 -5.325 -0.976 0.12
F -2.538 -6.270 -1.164 -0.36
C -1.795 -4.067 -1.500 0.28
F -2.979 -3.854 -2.136 -0.36
H 0.543 2.806 -5.174 0.49
H -0.240 1.275 -5.553 0.29
H -1.207 2.714 -5.231 0.38
H 0.647 1.308 -3.249 -0.36
H -0.279 2.767 -2.873 0.17
H -2.439 2.724 -2.476 -0.23
H -2.900 2.041 -4.038 0.44
H -3.606 0.701 -1.396 0.16
H -4.624 1.887 -2.220 0.44
H -4.275 0.353 -3.000 0.44
H -2.237 -0.157 -4.503 0.42
H -0.534 -0.480 -4.121 0.43
H -2.870 -1.293 -2.334 0.37
H -2.036 -2.296 -3.535 0.55
H -0.316 -6.658 0.135 0.52
O -1.879 -1.824 1.134 -0.71
C -0.982 -2.173 1.911 1.05
N 0.226 -1.578 1.942 1.08
C 1.010 -2.155 2.906 -0.83
O 2.158 -1.844 3.157 -0.74
C 0.193 -3.212 3.593 0.50
C 0.461 -4.066 4.640 -0.75
C -0.537 -4.965 5.013 -0.53
C -1.754 -5.002 4.351 -0.66
C -2.029 -4.129 3.302 -0.44
C -1.043 -3.237 2.944 0.17
H 1.409 -4.041 5.155 0.52
H -0.356 -5.651 5.830 0.42
H -2.504 -5.719 4.655 0.45
H -2.976 -4.147 2.783 0.55
C -2.060 1.645 0.588 -1.60
H -2.970 1.087 0.835 0.54
H -2.355 2.363 -0.180 0.26
H -1.830 2.246 1.472 0.31
Br -2.938 5.541 -1.852 -0.17
C -1.740 5.115 -0.442 -0.03
C -2.057 5.482 0.855 -0.25
C -1.138 5.158 1.838 -0.56
C 0.026 4.490 1.487 -0.24
C 0.225 4.174 0.151 -0.39
N -0.641 4.491 -0.798 -0.27
H -2.981 5.994 1.070 0.43
H -1.330 5.436 2.865 0.40
H 0.754 4.219 2.236 0.45
H 1.118 3.663 -0.187 0.58
```

Formula: C6H8N2
Source: the Open Molecules 2025 dataset
Level of theory: ωB97M-V/def2-TZVPD

Computed properties:
SMILES string = [H]/N=C(/C#C)N1C[C@@H]1C
Kohn-Sham gap = 10.36 eV
Spin multiplicity = 1
F_max = 3.039 eV Å⁻¹
Relative energy (zero: lowest compared OMol25 entry of this formula, charge and spin) = 380.3 kJ/mol

Geometry as XYZ:
```
16
Properties=species:S:1:pos:R:3:nbo_charge:R:1
H 1.939 0.141 1.854 0.33
N 1.070 0.454 2.276 -0.61
C 0.213 0.692 1.404 0.36
C -1.157 0.959 1.782 -0.06
C -2.304 0.976 2.094 -0.17
N 0.417 0.556 0.033 -0.45
C 1.610 0.074 -0.620 -0.24
C 0.243 -0.701 -0.751 -0.05
C -0.607 -0.643 -1.976 -0.63
H -3.302 0.708 2.328 0.23
H 2.410 -0.357 -0.059 0.19
H 1.941 0.743 -1.344 0.21
H 0.152 -1.553 -0.101 0.20
H -1.749 -0.465 -1.731 0.23
H -0.210 0.135 -2.682 0.23
H -0.666 -1.718 -2.507 0.22
```